[1]
36
Properties=species:S:1:pos:R:3 method="wB97M-V/def2-TZVPD" e_tot_ha=-1214.60091 relative_energy_kj_mol=0.0 homo_ev=-9.0 orbital_gap_ha=0.357 lumo_energy_ev=0.72
O -1.4750 2.4388 4.0943
N -1.0218 0.3313 -0.5741
N 1.1663 0.8223 0.1166
N 0.8483 -0.8801 -1.4418
C -0.1405 0.9853 0.1176
C -0.4285 -0.5109 -1.4126
C 1.6022 -0.0790 -0.7099
N -0.6332 1.9100 1.0527
N -1.3158 -1.1459 -2.1382
S -0.9427 3.4275 3.1376
C 0.1853 2.4412 2.1493
C -2.1164 2.0925 1.2414
C -2.2626 3.4162 1.9140
C 4.1175 0.3946 -0.0353
C 3.5726 -0.7103 0.8798
C -2.3294 -3.4991 -2.3861
C -1.0286 -3.6655 -1.5819
C 3.0170 -0.5424 -0.5617
C -1.1359 -2.5235 -2.6218
H -2.2060 -0.8985 -1.7736
H 0.9938 3.0768 1.8136
H 0.5916 1.6009 2.7354
H -2.6730 2.0744 0.2932
H -2.5211 1.3106 1.9010
H -2.2117 4.1975 1.1663
H -3.2409 3.4887 2.3793
H 5.1152 0.2154 -0.4438
H 3.8717 1.4224 0.2076
H 4.1643 -1.6358 0.9437
H 2.9186 -0.4420 1.7156
H -3.1773 -3.0488 -1.8599
H -2.6297 -4.2150 -3.1546
H -0.3372 -4.5011 -1.8520
H -1.0279 -3.3781 -0.5267
H 3.2873 -1.3736 -1.2178
H -0.5966 -2.5968 -3.5671


[2]
14
Properties=species:S:1:pos:R:3 method="wB97M-V/def2-TZVPD" e_tot_ha=-2972.24166 relative_energy_kj_mol=158.2 homo_ev=-9.0 orbital_gap_ha=0.354 lumo_energy_ev=0.61
C 0.9578 -1.8062 -0.3711
C -0.4019 1.4537 1.1583
C 1.0577 -0.4074 -0.8578
N -1.2530 0.8174 0.4077
O -1.7874 1.5057 -0.6450
O -1.6621 -0.2831 0.6052
O 0.5568 0.2919 -1.6849
Br 2.5657 0.5135 0.1926
H 0.0968 -1.9730 0.3404
H 0.4663 -2.3601 -1.1217
H 1.8122 -2.0505 0.2018
H -0.0503 0.8996 2.0806
H 0.0618 2.3145 0.8874
H -2.4204 1.0840 -1.1935


[3]
118
Properties=species:S:1:pos:R:3 method="wB97M-V/def2-TZVPD" e_tot_ha=-2694.37090 relative_energy_kj_mol=1173.6 homo_ev=-8.9 orbital_gap_ha=0.251 lumo_energy_ev=-2.12
C -1.1828 -4.9116 1.2583
C 0.1681 -4.6406 0.3107
C -0.3014 -3.5615 -0.8340
C 0.8774 -3.0979 -1.8748
O 0.4017 -2.5016 -3.1330
C -0.7387 -1.5935 -2.9269
C -2.3321 -2.0652 -3.1138
C -3.6252 -1.0927 -2.8465
C -3.3871 0.4574 -2.3607
C -1.8397 0.9785 -2.2126
C -0.5085 0.0025 -2.4827
C 1.0519 0.5823 -2.3202
C 1.1490 1.9204 -1.3721
C 0.6761 1.6998 0.1827
C 1.5324 2.8206 1.0814
C 1.0056 0.2056 0.7902
C -4.7425 1.3577 -2.0633
O -4.7022 2.6999 -1.9569
C -6.2129 0.5961 -1.8350
C -7.5035 1.3042 -1.0927
C -8.9823 0.5614 -0.8916
P -10.4568 1.4446 -0.0145
O -10.8238 0.5509 1.2718
O -9.9104 3.0570 0.4463
O -11.9221 1.4856 -0.9875
C -9.2399 -0.9716 -1.4489
C -7.9302 -1.6991 -2.1788
O -8.1715 -3.0936 -2.6658
C -6.4658 -0.9703 -2.3639
C -5.1532 -1.7022 -3.0728
O -5.3133 -2.7991 -3.8503
H -1.3533 -6.0443 1.4976
H -2.1321 -4.5576 0.6269
H -1.1920 -4.2173 2.2258
H 0.9646 -4.0966 1.0058
H 0.6097 -5.6505 -0.1255
H -0.7793 -2.6370 -0.2790
H -1.1363 -4.1109 -1.4865
H 1.4633 -4.0938 -2.1754
H 1.6710 -2.4123 -1.3360
H -2.5130 -3.1860 -3.4287
H -1.6498 2.0924 -1.8662
H 1.4760 0.9060 -3.3881
H 1.7443 -0.2882 -1.9541
H 2.2779 2.3072 -1.3574
H 0.4504 2.7553 -1.8548
H -0.4753 1.9755 0.2622
H 1.0291 2.9075 2.1345
H 2.6478 2.4768 1.1687
H 1.5311 3.8892 0.5528
H 0.0183 -0.4545 0.7951
H 1.2890 0.3547 1.9298
H 1.9096 -0.3200 0.2593
H -7.4455 2.4097 -0.6473
H -9.9620 3.5758 -0.4221
H -11.6700 1.5686 -1.9587
H -10.2971 -1.4936 -1.3330
H -7.5678 -3.7192 -2.1591
C 1.1394 6.4986 5.1493
C 0.4093 5.2413 4.7117
O 1.1278 4.0398 4.9904
C 1.4263 3.7854 6.3606
C 0.1935 3.6693 7.2388
H 2.1240 6.5558 4.6731
H 0.5638 7.3887 4.8749
H 1.2981 6.5231 6.2296
H 0.2682 5.2754 3.6260
H -0.5938 5.1916 5.1502
H 2.1170 4.5422 6.7438
H 1.9690 2.8323 6.3900
H -0.3826 4.5982 7.2578
H 0.4789 3.4316 8.2687
H -0.4701 2.8809 6.8669
C -0.0279 -8.3323 -5.8065
C -0.8043 -8.3542 -4.5018
O -0.5433 -7.2275 -3.6652
C -0.8564 -5.9489 -4.2115
C -2.3216 -5.7858 -4.5734
H 1.0484 -8.2773 -5.6115
H -0.2342 -9.2368 -6.3882
H -0.2916 -7.4706 -6.4237
H -0.5094 -9.2413 -3.9310
H -1.8811 -8.4492 -4.6821
H -0.2097 -5.7349 -5.0674
H -0.6007 -5.2097 -3.4419
H -2.6311 -6.4917 -5.3487
H -2.5129 -4.7744 -4.9464
H -2.9556 -5.9636 -3.6978
C 3.8876 4.4704 3.3552
C 4.9002 3.8291 4.2873
O 6.2375 3.8700 3.7896
C 6.7842 5.1646 3.5524
C 6.8450 6.0347 4.7949
H 3.9144 3.9906 2.3711
H 2.8771 4.3744 3.7659
H 4.0876 5.5336 3.2047
H 4.6455 2.7710 4.4102
H 4.8561 4.2737 5.2880
H 6.2396 5.6628 2.7451
H 7.8055 5.0091 3.1827
H 5.8502 6.2341 5.2021
H 7.3114 6.9981 4.5646
H 7.4269 5.5413 5.5812
C 5.6990 -0.2919 -3.0860
C 5.1022 0.5356 -1.9615
O 4.3568 -0.2366 -1.0204
C 5.0742 -1.2573 -0.3313
C 6.2388 -0.7324 0.4890
H 4.9135 -0.8382 -3.6188
H 6.2231 0.3542 -3.7981
H 6.4141 -1.0293 -2.7147
H 4.4043 1.2624 -2.3907
H 5.8733 1.1185 -1.4450
H 5.3995 -2.0304 -1.0333
H 4.3577 -1.7397 0.3454
H 6.9939 -0.2500 -0.1372
H 6.7255 -1.5509 1.0292
H 5.8928 0.0115 1.2151


[4]
12
Properties=species:S:1:pos:R:3 method="wB97M-V/def2-TZVPD" e_tot_ha=-306.32894 relative_energy_kj_mol=465.7 homo_ev=-8.7 orbital_gap_ha=0.339 lumo_energy_ev=0.48
O -2.2343 0.2947 -0.0887
C -1.4797 1.0467 0.4828
C 0.0008 0.7770 0.6469
C 0.2035 -0.7044 0.5109
C 0.4433 -1.0896 -0.8954
O 1.8236 -0.8842 -0.4899
H -1.8434 1.9998 0.9174
H 0.3245 1.1564 1.6234
H 0.5198 1.3733 -0.1256
H 1.9676 -1.4816 0.2674
H 0.2334 -2.1177 -1.2006
H 0.2475 -0.3807 -1.7074


[5]
42
Properties=species:S:1:pos:R:3 method="wB97M-V/def2-TZVPD" e_tot_ha=-6833.45639 total_charge=-1 homo_ev=-4.9 orbital_gap_ha=0.255 lumo_energy_ev=2.05
C 0.4570 -2.0777 2.7610
C 1.8313 -1.1975 2.5921
Br 2.4385 0.0218 4.1085
C 2.7070 -1.2679 1.3581
Al 4.4839 -0.1911 1.1954
Br 2.2574 -2.4332 -0.2460
H 0.2093 -2.7698 1.8346
H -0.5130 -1.4192 2.9367
H 0.6603 -2.8325 3.6625
H 5.4394 -0.6958 2.3942
H 5.2437 -0.5044 -0.1921
H 4.3004 1.3662 1.4015
C -0.0262 1.5935 -0.5753
C -0.9518 0.4338 -0.4341
O -1.7124 0.4728 -1.6202
C -0.8895 1.0327 -2.5507
O -1.0847 0.9857 -3.7539
O 0.1867 1.6476 -1.9716
F -1.7879 0.6088 0.6138
H -0.4730 2.5354 -0.2396
H 0.9153 1.4417 -0.0407
H -0.4479 -0.5352 -0.3515
C -0.8525 -4.3973 -4.3160
C -0.9037 -3.7193 -2.9895
O 0.2956 -4.1214 -2.3675
C 1.1721 -4.3310 -3.3894
O 2.3802 -4.4217 -3.2472
O 0.5329 -4.4196 -4.5957
F -1.9402 -4.1784 -2.2530
H -1.2324 -5.4239 -4.2819
H -1.3991 -3.8464 -5.0861
H -0.9410 -2.6262 -3.0454
C -2.2267 5.3893 2.6876
C -2.6883 4.4891 1.5929
O -1.6142 3.5911 1.4297
C -1.0291 3.5113 2.6577
O -0.2453 2.6365 2.9869
O -1.4337 4.5276 3.4792
F -2.8485 5.1756 0.4393
H -1.6097 6.2175 2.3231
H -3.0580 5.7997 3.2670
H -3.6021 3.9319 1.8254


[6]
48
Properties=species:S:1:pos:R:3 method="wB97M-V/def2-TZVPD" e_tot_ha=-1799.94804 relative_energy_kj_mol=279.3 homo_ev=-9.3 orbital_gap_ha=0.181 lumo_energy_ev=-4.36
Sr -1.1700 -1.3650 9.3180
S -4.5700 -0.4550 8.1640
O -5.2600 -0.5200 9.4260
O -5.0670 -1.4780 7.2690
O -4.8960 0.8300 7.5500
O -3.1690 -0.5480 8.2080
O -3.9670 -3.9060 7.3690
H -4.4220 -4.6000 7.9220
H -4.3410 -3.0580 7.6470
O -7.7410 2.9890 8.2220
H -6.8230 2.7200 8.3780
H -8.1980 3.0440 9.0990
O -2.2630 -0.4840 5.6610
H -3.0970 -0.2760 5.2140
H -2.4960 -0.3960 6.5560
O -7.1290 -0.3460 5.8260
H -6.3990 -0.7470 6.3330
H -6.9870 0.6430 5.9140
O -7.0390 -3.1990 6.5670
H -6.3070 -2.7150 6.8830
H -6.6660 -4.0650 6.3410
O -5.1630 2.7730 9.2330
H -4.7280 3.5500 8.8960
H -4.9810 2.0130 8.5850
O -4.2930 -0.5930 11.7450
H -4.6610 -0.6070 10.8310
H -5.0910 -0.7820 12.1970
O -6.3100 -2.7080 10.1450
H -7.1680 -2.4470 10.3280
H -5.8050 -1.9890 9.8700
O -4.4830 0.8920 4.4740
H -5.4280 0.8850 4.6140
H -4.2140 1.7150 4.1060
O -8.5380 -1.0040 10.3210
H -7.8900 -0.3390 10.5420
H -8.8320 -1.4140 11.1280
O -4.6180 -2.1480 4.7760
H -4.2440 -3.0310 4.9000
H -4.8260 -1.8700 5.6990
O -2.7140 2.2840 6.5710
H -2.5050 1.5720 5.9770
H -3.5390 2.0610 6.9850
O -6.8350 0.8540 10.8920
H -6.4610 0.4030 10.0990
H -7.5280 1.4550 10.5240
O -6.1150 2.4300 5.9480
H -5.4370 2.7100 5.3690
H -5.6860 1.8580 6.5930


[7]
11
Properties=species:S:1:pos:R:3 method="wB97M-V/def2-TZVPD" e_tot_ha=-528.02871 total_charge=-1 relative_energy_kj_mol=106.7 homo_ev=-3.8 orbital_gap_ha=0.275 lumo_energy_ev=3.71
I -29.6774 -19.8682 -6.6516
C -31.1838 -22.2725 -8.1370
C -30.7884 -21.5050 -9.4132
O -31.9579 -20.9885 -9.9874
O -32.0169 -21.3612 -7.3388
H -30.2180 -22.3689 -7.6409
H -31.7796 -23.1754 -8.2707
H -30.2141 -22.1700 -10.0583
H -30.0302 -20.7261 -9.3325
H -32.3550 -20.5832 -9.2130
H -31.4482 -20.7840 -6.8239


[8]
92
Properties=species:S:1:pos:R:3 method="wB97M-V/def2-TZVPD" e_tot_ha=-5880.25398 total_charge=+1 relative_energy_kj_mol=0.0 homo_ev=-12.4 orbital_gap_ha=0.127 lumo_energy_ev=-8.93
Al -12.9458 -15.8830 19.4381
C -12.4245 -10.6543 19.1592
F -11.6254 -9.5983 19.3066
F -13.4390 -10.4994 19.9708
F -12.7946 -10.7112 17.8920
S -11.4917 -12.2087 19.6187
O -10.2461 -12.0215 18.9343
O -11.4105 -12.2233 21.0409
O -12.2754 -13.3202 19.0428
C -17.6750 -17.3297 21.3960
F -18.8306 -17.7611 21.0070
F -17.7729 -16.5000 22.4286
F -16.8682 -18.3151 21.7711
S -16.8842 -16.4100 19.9691
O -17.3431 -17.0305 18.7717
O -17.3938 -15.0599 20.0456
O -15.4475 -16.4533 20.2263
O -14.9990 -16.9485 23.5577
S -13.6138 -16.7090 23.4317
O -13.0392 -16.5219 22.1433
O -13.2496 -15.3708 24.1797
C -13.7518 -15.1904 25.5262
C -12.5965 -14.7860 26.4249
C -12.6677 -17.8718 24.3695
H -14.3062 -16.0184 25.9722
H -14.4529 -14.3554 25.4552
H -12.9761 -14.4518 27.3907
H -12.1133 -13.9291 25.9565
H -11.9025 -15.6078 26.5882
H -11.6743 -17.4540 24.4690
H -12.6985 -18.8177 23.8414
H -13.1699 -17.9298 25.3326
O -15.2362 -11.8890 21.7849
S -14.7255 -13.1344 22.2240
O -14.1722 -14.0115 21.2519
O -13.6573 -12.8860 23.3305
C -13.8863 -11.7706 24.2368
C -13.2647 -10.5019 23.7243
C -16.0033 -13.9749 23.0986
H -13.3345 -12.0061 25.1484
H -14.9449 -11.7228 24.4836
H -13.8803 -10.0075 22.9761
H -12.2546 -10.6075 23.3352
H -13.1661 -9.8219 24.5776
H -16.4447 -13.3030 23.8296
H -15.5943 -14.8295 23.6308
H -16.7106 -14.2780 22.3287
O -16.8131 -13.9149 16.4866
S -15.8200 -13.6337 17.4468
O -15.1331 -14.6675 18.1730
O -14.7214 -12.7619 16.7171
C -14.9905 -12.3636 15.3689
C -15.8186 -11.1068 15.3450
C -16.4332 -12.4143 18.5569
H -15.4934 -13.1349 14.7916
H -14.0336 -12.2117 14.8761
H -16.8681 -11.3155 15.5785
H -16.0060 -10.7166 14.3328
H -15.3625 -10.2720 15.8736
H -17.2682 -12.8360 19.1059
H -16.7204 -11.5566 17.9603
H -15.6209 -12.1884 19.2384
O -10.2297 -20.0462 20.3333
S -10.0907 -18.7304 20.8300
O -11.0047 -17.7106 20.4262
O -10.2145 -18.8164 22.4022
C -9.8026 -20.0899 23.0166
C -9.3685 -19.8325 24.4225
C -8.4098 -18.2147 20.6848
H -9.0547 -20.5885 22.4014
H -10.6862 -20.7313 22.9590
H -9.0103 -20.7620 24.8690
H -10.0984 -19.4227 25.1154
H -8.5159 -19.1471 24.4105
H -7.8313 -18.8614 21.3446
H -8.3605 -17.1848 21.0217
H -8.0241 -18.4166 19.6898
O -12.3640 -15.1804 16.7196
S -12.5683 -14.9724 15.3096
O -13.8687 -15.1036 14.7679
O -11.9962 -13.5440 14.9283
C -11.3230 -12.7740 15.9712
C -10.6085 -11.6077 15.3399
C -11.4455 -15.9630 14.3766
H -10.6702 -13.4083 16.5632
H -12.0902 -12.3489 16.6150
H -10.0207 -11.9121 14.4709
H -9.9755 -11.0819 16.0503
H -11.3278 -10.8712 14.9723
H -11.5204 -15.6854 13.3349
H -11.7399 -16.9928 14.5864
H -10.4570 -15.8378 14.8133


[9]
17
Properties=species:S:1:pos:R:3 method="wB97M-V/def2-TZVPD" e_tot_ha=-326.45880 total_charge=-1 relative_energy_kj_mol=69.6 homo_ev=-2.3 orbital_gap_ha=0.224 lumo_energy_ev=3.83
C 1.9432 0.0870 -0.0042
O 2.8641 -0.4573 0.7813
C 0.6509 0.6811 0.7917
C -0.4723 1.0772 -0.1803
C -1.4544 -0.0773 -0.3426
C -2.8046 0.0324 -0.2889
N -0.8669 -1.2773 -0.7087
H 2.3129 1.0596 -0.4757
H 1.7241 -0.5549 -0.9101
H 0.2518 0.1048 1.6234
H 1.2343 1.5322 1.1603
H -0.1338 1.4323 -1.1534
H -1.0399 1.8568 0.3232
H -3.3558 -0.8232 -0.6655
H -3.3576 0.9155 0.0004
H -1.3917 -2.1393 -0.7404
H -0.0187 -1.4285 -0.1795


[10]
15
Properties=species:S:1:pos:R:3 method="wB97M-V/def2-TZVPD" e_tot_ha=-382.89790 relative_energy_kj_mol=175.7 homo_ev=-10.5 orbital_gap_ha=0.417 lumo_energy_ev=0.82
C 1.0251 2.2730 0.8409
O 1.4140 1.0091 0.3201
C 0.5809 0.5170 -0.6666
O 0.1424 1.1663 -1.5741
C 0.2128 -0.8467 -0.1510
C -1.0622 -1.5612 -0.6235
O -1.4917 -2.3820 0.4557
H -0.0050 2.2484 1.2372
H 1.6915 2.5285 1.6709
H 1.1102 2.9924 0.0335
H 1.0743 -1.5180 -0.1282
H 0.2139 -0.4463 0.8671
H -1.8392 -0.8357 -0.9116
H -0.8703 -2.1804 -1.5163
H -2.1969 -2.9644 0.1458


[11]
27
Properties=species:S:1:pos:R:3 method="wB97M-V/def2-TZVPD" e_tot_ha=-732.22113 total_charge=+1 relative_energy_kj_mol=71.8 homo_ev=-12.3 orbital_gap_ha=0.329 lumo_energy_ev=-3.36
C 0.0037 3.0458 0.3727
C -0.7151 0.6560 -0.7403
C 0.1076 0.7961 0.3384
C -1.1639 1.8678 -1.2079
C -0.8985 -1.7092 -0.6251
C 0.7190 -0.7054 1.0505
C 3.0976 -0.8707 0.7410
N 0.3335 1.9231 1.0179
N -0.7949 3.0336 -0.6400
N -0.9882 -0.5398 -1.3911
N -0.3529 -1.6511 0.6128
N -1.9541 1.9653 -2.3395
N -1.6470 -2.7580 -0.9500
N 0.7448 -0.4823 2.3839
O 1.8252 -1.0016 0.2339
H 0.2925 4.0261 0.7157
H 3.1648 -1.3799 1.7642
H 3.4395 0.1919 0.8357
H 3.9369 -1.3149 0.1963
H -1.4463 -0.5246 -2.2587
H -0.4095 -2.3232 1.2834
H -2.6916 1.3031 -2.7026
H -2.2925 2.9879 -2.5211
H -2.3212 -2.6461 -1.6518
H -2.0049 -3.2662 -0.1722
H 1.2440 -1.0932 3.0520
H 0.7717 0.4698 2.6018


[12]
10
Properties=species:S:1:pos:R:3 method="wB97M-V/def2-TZVPD" e_tot_ha=-284.30966 relative_energy_kj_mol=414.1 homo_ev=-9.0 orbital_gap_ha=0.365 lumo_energy_ev=0.94
C -0.3789 -0.9957 -0.1973
C 0.2385 0.3117 0.5585
N -0.6405 1.0132 -0.4348
O -1.3432 -0.1850 -0.8653
O 1.6233 0.5647 0.3420
H 0.3306 -1.4096 -1.0712
H -0.8159 -1.7316 0.4122
H 0.1795 0.5463 1.5926
H -1.2941 1.7418 0.0413
H 2.1007 0.1441 -0.3779